1.
4 unconnected molecules or ions with the total composition C23H34Cl6N2O2S at a distorted geometry. Source: the Open Molecules 2025 dataset; level of theory: ωB97M-V/def2-TZVPD.

The geometry in ORCA input format:
```
! wB97M-V def2-TZVPD RIJCOSX def2/J DEFGRID3
* xyz 0 1
C 0.677 2.225 0.539
C 1.690 2.239 -0.457
C 2.547 0.955 -0.877
C 1.674 -0.348 -1.201
C 1.392 -1.392 -0.081
N 0.642 -2.600 -0.191
C 0.209 -2.727 -1.557
C -0.609 -4.043 -1.909
C -1.130 -4.396 -3.315
C -0.865 -3.345 -4.482
C -1.416 -3.748 -5.923
C -0.299 -4.257 -6.970
C 1.191 -4.370 -6.385
C 1.459 -5.744 -5.555
C 2.197 -4.462 -7.673
C -0.101 -2.009 -4.179
S 0.191 -0.728 -5.471
C 1.995 -0.550 -5.953
O -0.199 0.639 -4.907
O -0.604 -0.903 -6.741
C 0.450 -1.729 -2.712
N 1.180 -0.503 -2.527
H 0.675 1.480 1.402
H -0.176 2.987 0.463
H 1.945 3.227 -0.987
H 3.119 1.201 -1.853
H 3.323 0.723 -0.067
H 1.831 -1.160 0.962
H -0.807 -4.813 -1.075
H -1.688 -5.367 -3.534
H -2.175 -4.612 -5.775
H -2.026 -2.906 -6.431
H -0.337 -3.635 -7.941
H -0.607 -5.328 -7.291
H 1.547 -3.461 -5.792
H 2.598 -5.861 -5.424
H 1.101 -6.663 -6.139
H 0.962 -5.715 -4.526
H 3.253 -4.227 -7.253
H 1.987 -3.640 -8.446
H 2.259 -5.515 -8.113
H 2.435 -1.601 -6.043
H 2.492 0.000 -5.079
H 2.011 0.020 -6.940
Cl -1.653 4.525 1.278
C -0.830 4.923 2.808
C -0.163 6.283 2.760
Cl 1.231 6.310 1.651
H -0.111 4.130 3.022
H -1.592 4.910 3.588
H 0.215 6.545 3.749
H -0.861 7.061 2.446
Cl -0.554 5.301 6.003
C -1.867 4.514 6.916
C -1.370 3.340 7.734
Cl -0.855 1.976 6.710
H -2.638 4.211 6.206
H -2.291 5.273 7.577
H -2.172 2.968 8.375
H -0.530 3.620 8.371
Cl -0.579 2.900 11.071
C -2.018 3.171 12.087
C -3.031 2.050 11.958
Cl -3.800 2.017 10.351
H -2.449 4.135 11.812
H -1.668 3.237 13.119
H -3.831 2.188 12.688
H -2.574 1.074 12.134
*
```

The SMILES is C=CCc1cnc2ccc(CCC(C)C)c(S(C)(=O)=O)c2n1.ClCCCl.ClCCCl.ClCCCl. The HOMO energy is -0.3262 Ha. The calculation puts the HOMO-LUMO gap at 0.28492 Ha. The energy is -117438.750 eV.

=====

2.
2 unconnected molecules or ions with the total composition C25H25BCl3NO at a distorted geometry. Source: the Open Molecules 2025 dataset; level of theory: ωB97M-V/def2-TZVPD.

The geometry in ORCA input format:
```
! wB97M-V def2-TZVPD RIJCOSX def2/J DEFGRID3
* xyz 0 1
Cl 1.852 -1.703 1.138
B 1.743 -0.171 2.159
Cl 3.058 -0.088 3.479
Cl 1.773 1.346 1.054
O 0.439 -0.204 2.904
C -0.577 0.568 2.811
C -1.769 0.145 2.137
C -2.765 1.124 1.933
C -3.992 0.781 1.390
C -4.208 -0.531 0.939
C -3.208 -1.503 1.092
C -2.002 -1.190 1.707
H -0.521 1.628 3.126
H -2.516 2.143 2.238
H -4.770 1.544 1.310
H -5.171 -0.792 0.499
H -3.384 -2.521 0.739
H -1.213 -1.930 1.850
C -3.558 4.094 5.072
C -2.336 4.488 5.633
C -1.385 3.539 5.974
C -1.613 2.158 5.705
C -0.663 1.131 5.996
C 0.598 1.390 6.566
N 1.090 0.626 7.559
C 0.262 -0.253 8.362
C 1.220 -0.869 9.398
C 2.640 -0.599 8.898
C 2.518 0.496 7.827
C 1.480 2.455 6.010
C 1.588 2.540 4.616
C 2.260 3.572 3.979
C 2.931 4.516 4.760
C 2.921 4.394 6.159
C 2.188 3.384 6.793
C -2.887 1.778 5.204
C -3.837 2.733 4.881
H -4.293 4.845 4.784
H -2.139 5.544 5.832
H -0.480 3.833 6.506
H -1.017 0.097 5.966
H -0.547 0.303 8.865
H -0.221 -1.023 7.741
H 1.064 -0.370 10.362
H 1.026 -1.935 9.536
H 3.293 -0.264 9.706
H 3.082 -1.485 8.436
H 3.077 0.261 6.902
H 2.925 1.438 8.224
H 1.191 1.720 4.028
H 2.265 3.613 2.889
H 3.453 5.348 4.286
H 3.486 5.102 6.771
H 2.170 3.318 7.884
H -3.120 0.709 5.118
H -4.805 2.422 4.491
*
```

The HOMO energy is -0.2526 Ha. The calculation puts the HOMO-LUMO gap at 0.17981 Ha. The relative energy (zero: lowest compared OMol25 entry of this formula, charge and spin) comes out at 19.5 kcal/mol. The energy is -68114.250 eV.

=====

3.
A single C3H7NO molecule at a distorted geometry. Source: the Open Molecules 2025 dataset; level of theory: ωB97M-V/def2-TZVPD.

The geometry in ORCA input format:
```
! wB97M-V def2-TZVPD RIJCOSX def2/J DEFGRID3
* xyz 0 1
C 0.052 0.136 -0.017
C 2.349 0.094 0.031
C -2.383 -0.020 0.005
N 1.113 0.747 -0.205
O -1.140 0.720 -0.343
H -0.008 -0.918 0.158
H 2.880 0.138 -0.800
H 2.185 -1.023 0.224
H 2.868 0.662 0.837
H -2.498 -0.018 0.973
H -2.291 -1.045 -0.410
H -3.126 0.527 -0.453
*
```

The SMILES is C/N=C/OC. The HOMO energy is -0.3516 Ha. The calculation puts the HOMO-LUMO gap at 0.38982 Ha. The relative energy (zero: lowest compared OMol25 entry of this formula, charge and spin) comes out at 57.8 kcal/mol. The energy is -6760.243 eV.

=====

4.
A gas-phase ion, C6H9N2O2 (charge +1) at a distorted geometry. Source: the Open Molecules 2025 dataset; level of theory: ωB97M-V/def2-TZVPD.

The geometry in ORCA input format:
```
! wB97M-V def2-TZVPD RIJCOSX def2/J DEFGRID3
* xyz 1 1
C -0.542 1.308 -2.284
C -0.875 0.317 -1.339
C 0.223 2.222 -1.616
C -0.278 0.700 -0.160
C 1.509 -1.611 0.499
C -0.226 0.097 1.165
N -1.832 -0.288 1.842
N 0.246 -1.321 1.209
O -2.568 0.607 1.936
O 0.387 1.866 -0.342
H -0.837 1.333 -3.313
H -1.486 -0.546 -1.514
H 0.694 3.132 -1.937
H 1.382 -1.419 -0.565
H 2.306 -0.976 0.882
H 1.784 -2.655 0.642
H 0.295 0.726 1.885
H -0.507 -1.901 0.811
H 0.326 -1.592 2.198
*
```

The SMILES is C[NH2+][C@H](N=O)c1ccco1. The HOMO energy is -0.4586 Ha. The calculation puts the HOMO-LUMO gap at 0.28949 Ha. The relative energy (zero: lowest compared OMol25 entry of this formula, charge and spin) comes out at 98.7 kcal/mol. The energy is -13432.765 eV.

=====

5.
A molecular structure, C18H16BrClN5O5Pb at a distorted geometry. Source: the Open Molecules 2025 dataset; level of theory: ωB97M-V/def2-TZVPD.

The geometry in ORCA input format:
```
! wB97M-V def2-TZVPD RIJCOSX def2/J DEFGRID3
* xyz 3 1
Pb 1.741 -0.258 0.976
O -3.484 -0.578 -3.348
C -3.602 -1.788 -3.294
O -4.415 -2.384 -4.124
C -2.885 -2.650 -2.337
C -3.069 -3.990 -2.170
Cl -4.191 -4.984 -2.930
N -2.207 -4.386 -1.153
N -1.503 -3.315 -0.672
C -1.882 -2.290 -1.382
C -1.294 -0.927 -1.124
O -1.877 0.082 -1.676
O -0.311 -0.766 -0.412
C -2.037 -5.621 -0.562
C -2.238 -6.826 -1.296
C -2.050 -8.020 -0.668
C -1.677 -8.053 0.697
C -1.466 -6.857 1.423
C -1.630 -5.655 0.808
H -2.606 -0.120 -2.356
H -2.484 -6.797 -2.345
H -2.170 -8.947 -1.212
H -1.548 -9.009 1.191
H -1.200 -6.909 2.470
H -1.520 -4.722 1.340
C 3.644 3.176 2.137
N 2.950 2.965 3.396
C 2.344 1.823 3.716
N 1.779 1.697 4.919
O 2.314 0.840 2.903
H 4.334 4.006 2.259
H 2.948 3.421 1.333
H 4.219 2.289 1.876
H 2.917 3.730 4.051
H 1.838 2.413 5.624
H 1.334 0.830 5.159
Br 4.537 -1.226 0.036
C 4.217 0.373 -0.956
C 5.163 0.843 -1.838
C 4.851 2.006 -2.532
C 3.628 2.629 -2.317
C 2.751 2.077 -1.407
N 3.045 0.956 -0.725
H 6.100 0.325 -1.982
H 5.561 2.419 -3.236
H 3.355 3.529 -2.849
H 1.786 2.526 -1.208
*
```

The HOMO energy (spin up / spin down) is -0.6424 / -0.6424 Ha. The calculation puts the HOMO-LUMO gap (spin up / spin down) at 0.19528 / 0.24693 Ha. The relative energy (zero: lowest compared OMol25 entry of this formula, charge and spin) comes out at 2.3 kcal/mol. The energy is -124399.138 eV.

=====

6.
A single C5H8O molecule. Source: the Open Molecules 2025 dataset; level of theory: ωB97M-V/def2-TZVPD.

The geometry in ORCA input format:
```
! wB97M-V def2-TZVPD RIJCOSX def2/J DEFGRID3
* xyz 0 1
C -0.236 1.241 -1.221
C 0.007 0.148 -0.211
C 1.136 0.353 0.778
O 1.340 -0.726 1.638
C -0.820 -0.969 -0.113
C -1.865 -1.706 0.064
H -1.078 1.872 -0.898
H -0.517 0.818 -2.185
H 0.635 1.889 -1.364
H 0.215 -1.409 -0.525
H 2.087 0.539 0.264
H 0.904 1.285 1.329
H 0.473 -1.052 1.916
H -1.902 -2.719 -0.332
*
```

The HOMO energy is -0.2842 Ha. The calculation puts the HOMO-LUMO gap at 0.28734 Ha. The relative energy (zero: lowest compared OMol25 entry of this formula, charge and spin) comes out at 125.1 kcal/mol. The energy is -7356.831 eV.

=====

7.
A molecular structure, C23H50FO15P3S at a distorted geometry. Source: the Open Molecules 2025 dataset; level of theory: ωB97M-V/def2-TZVPD.

The geometry in ORCA input format:
```
! wB97M-V def2-TZVPD RIJCOSX def2/J DEFGRID3
* xyz 0 1
C 2.106 0.018 -3.483
C 2.489 -1.452 -3.608
O 1.470 -2.253 -2.961
P 0.549 -3.065 -3.980
O 0.372 -2.385 -5.266
C -1.095 -3.173 -3.191
C -0.984 -3.581 -1.698
C -2.040 -2.917 -0.779
O -2.438 -1.566 -1.171
P -1.280 -0.503 -1.084
O -0.093 -0.911 -0.388
O -1.008 0.028 -2.567
P -2.360 0.690 -3.373
O -1.739 1.218 -4.797
O -3.375 -0.512 -3.864
O -1.990 0.773 -0.246
S -1.048 2.034 -0.041
O -0.019 1.832 0.890
O -0.592 2.581 -1.256
F -2.004 3.081 0.583
O 1.236 -4.516 -4.111
C 0.794 -5.284 -5.241
C -0.501 -6.076 -4.984
H 1.799 0.179 -2.446
H 1.261 0.274 -4.125
H 2.950 0.675 -3.705
H 2.714 -1.762 -4.629
H 3.414 -1.585 -3.037
H -1.681 -2.279 -3.370
H -1.596 -3.996 -3.708
H 0.000 -3.386 -1.268
H -1.137 -4.661 -1.631
H -1.757 -2.913 0.273
H -2.943 -3.530 -0.839
H -2.383 0.938 -5.471
H -3.009 -1.029 -4.607
H 0.721 -4.709 -6.164
H 1.577 -6.029 -5.411
H -0.543 -7.004 -5.551
H -1.339 -5.449 -5.314
H -0.650 -6.242 -3.914
C -2.284 6.045 -6.150
C -1.389 5.274 -5.188
C -0.782 4.223 -6.104
O -0.702 4.812 -7.408
C -1.457 6.027 -7.427
H -2.526 7.053 -5.815
H -3.221 5.502 -6.302
H -0.607 5.931 -4.802
H -1.920 4.842 -4.341
H -1.421 3.338 -6.170
H 0.212 3.909 -5.784
H -0.752 6.865 -7.455
H -2.070 6.060 -8.329
C -0.569 3.222 3.933
C -0.377 4.172 5.108
C -0.994 3.382 6.251
O -0.794 1.996 5.947
C -0.355 1.867 4.589
H 0.113 3.402 3.104
H -1.592 3.298 3.556
H 0.690 4.325 5.292
H -0.840 5.148 4.967
H -2.073 3.562 6.322
H -0.540 3.615 7.214
H 0.706 1.595 4.600
H -0.912 1.067 4.100
C 3.692 4.184 8.984
C 3.272 2.936 8.218
C 1.816 2.793 8.632
O 1.327 4.117 8.878
C 2.429 5.030 8.917
H 4.562 4.687 8.564
H 3.916 3.926 10.022
H 3.340 3.120 7.142
H 3.868 2.055 8.450
H 1.721 2.219 9.560
H 1.206 2.316 7.863
H 2.403 5.633 8.003
H 2.319 5.695 9.775
C 1.282 -6.792 2.387
C 0.200 -5.827 2.856
C -0.142 -5.100 1.566
O 0.078 -6.025 0.496
C 0.788 -7.164 0.998
H 1.412 -7.656 3.037
H 2.239 -6.270 2.317
H -0.668 -6.386 3.213
H 0.522 -5.156 3.650
H 0.517 -4.239 1.408
H -1.178 -4.755 1.540
H 0.091 -8.008 1.038
H 1.599 -7.416 0.315
*
```

The HOMO energy is -0.3347 Ha. The calculation puts the HOMO-LUMO gap at 0.34599 Ha. The energy is -96797.614 eV.

=====

8.
2 unconnected molecules or ions with the total composition C3H11NO2 at a distorted geometry. Source: the Open Molecules 2025 dataset; level of theory: ωB97M-V/def2-TZVPD.

The geometry in ORCA input format:
```
! wB97M-V def2-TZVPD RIJCOSX def2/J DEFGRID3
* xyz 0 1
C 0.463 -1.387 1.008
C 0.638 0.028 0.506
C 0.803 -0.156 -1.011
O 0.618 1.121 -1.548
N 0.078 -1.440 2.474
H 1.291 -2.143 0.759
H -0.408 -1.834 0.474
H 1.466 0.373 1.042
H -0.268 0.728 0.521
H -0.025 -0.876 -1.437
H 1.934 -0.361 -1.246
H 1.387 1.315 -2.235
H 0.537 -0.823 2.960
H 0.345 -2.281 2.800
H -2.164 2.527 -1.007
H -2.015 1.062 -0.565
O -2.374 1.565 -1.252
*
```

The SMILES is NCCCO.O. The HOMO energy is -0.3461 Ha. The calculation puts the HOMO-LUMO gap at 0.37389 Ha. The relative energy (zero: lowest compared OMol25 entry of this formula, charge and spin) comes out at 51.0 kcal/mol. The energy is -8872.278 eV.